(1)
Computed, not measured: a 20-piece molecular cluster, C91H225N13O20 overall, with ωB97M-V/def2-TZVPD.

Atoms and positions in Å:
C1 2.444 1.013 4.935
C2 1.751 1.355 3.662
C3 1.880 2.835 3.277
O1 1.236 3.063 2.066
C4 1.042 4.393 1.627
N1 2.414 0.543 2.745
H1 3.525 1.132 4.856
H2 2.281 0.012 5.334
H3 2.144 1.742 5.688
H4 0.716 1.020 3.727
H5 2.911 3.179 3.210
H6 1.442 3.489 4.031
H7 0.468 4.940 2.375
H8 0.391 4.418 0.753
H9 1.937 4.881 1.241
H10 2.073 0.801 1.830
H11 3.368 0.858 2.848
C5 0.837 3.644 -5.505
C6 -0.609 3.138 -5.826
C7 -1.067 1.782 -5.274
O2 -2.278 1.285 -5.910
C8 -2.461 -0.083 -5.472
N2 -1.485 4.245 -5.421
H12 0.854 3.509 -4.423
H13 1.068 4.702 -5.632
H14 1.636 3.044 -5.941
H15 -0.597 2.958 -6.901
H16 -1.375 1.861 -4.231
H17 -0.212 1.113 -5.359
H18 -1.618 -0.706 -5.772
H19 -3.339 -0.393 -6.039
H20 -2.743 -0.154 -4.421
H21 -2.436 3.994 -5.650
H22 -1.565 4.175 -4.417
C9 1.175 7.319 -3.354
C10 2.606 7.259 -2.909
C11 3.099 5.965 -2.331
O3 4.336 6.152 -1.681
C12 4.893 5.016 -1.064
N3 3.529 7.761 -3.927
H23 0.929 6.464 -3.983
H24 0.879 8.271 -3.795
H25 0.634 7.101 -2.433
H26 2.634 7.981 -2.093
H27 3.092 5.204 -3.112
H28 2.378 5.604 -1.598
H29 4.457 4.809 -0.087
H30 5.918 5.320 -0.852
H31 4.878 4.158 -1.736
H32 3.440 8.763 -3.842
H33 4.430 7.608 -3.495
C13 7.018 2.274 -5.155
C14 5.997 1.819 -4.122
C15 4.853 1.008 -4.729
O4 4.256 1.799 -5.792
C16 3.287 0.969 -6.461
N4 6.673 1.055 -3.122
H34 7.956 2.564 -4.683
H35 6.631 3.107 -5.741
H36 7.386 1.404 -5.700
H37 5.580 2.635 -3.531
H38 4.147 0.649 -3.980
H39 5.288 0.103 -5.151
H40 3.744 0.031 -6.776
H41 2.936 1.537 -7.323
H42 2.553 0.748 -5.686
H43 7.523 1.519 -2.834
H44 7.004 0.185 -3.513
C17 -2.487 6.037 -2.485
C18 -2.529 4.546 -2.048
C19 -3.702 3.763 -2.643
O5 -3.910 2.491 -2.114
C20 -4.801 1.623 -2.845
N5 -1.295 3.894 -2.385
H45 -3.513 6.405 -2.490
H46 -2.126 6.230 -3.496
H47 -1.846 6.599 -1.805
H48 -2.660 4.535 -0.966
H49 -3.582 3.668 -3.722
H50 -4.554 4.388 -2.373
H51 -4.197 1.359 -3.712
H52 -5.644 2.212 -3.207
H53 -5.074 0.662 -2.411
H54 -1.410 2.905 -2.218
H55 -0.483 4.166 -1.850
C21 6.228 1.073 0.270
C22 5.989 0.420 1.647
C23 7.245 -0.211 2.262
O6 6.806 -0.916 3.471
C24 7.897 -1.509 4.301
N6 5.268 1.256 2.608
H56 7.073 1.760 0.322
H57 5.383 1.659 -0.090
H58 6.467 0.349 -0.509
H59 5.306 -0.416 1.500
H60 8.151 0.388 2.358
H61 7.583 -0.948 1.534
H62 7.586 -1.850 5.289
H63 8.676 -0.749 4.353
H64 8.457 -2.235 3.712
H65 5.825 2.088 2.735
H66 5.184 0.683 3.436
C25 1.857 -2.951 4.090
C26 3.270 -2.590 4.486
C27 4.116 -3.777 4.905
O7 3.464 -4.450 5.962
C28 4.289 -5.568 6.304
N7 3.807 -1.951 3.281
H67 1.333 -1.996 4.048
H68 1.380 -3.499 4.903
H69 1.661 -3.464 3.148
H70 3.347 -1.890 5.319
H71 5.099 -3.450 5.243
H72 4.413 -4.419 4.075
H73 4.243 -6.296 5.494
H74 3.999 -6.050 7.237
H75 5.353 -5.335 6.341
H76 3.199 -1.167 3.089
H77 4.679 -1.479 3.475
C29 -5.817 -1.788 -5.886
C30 -6.085 -1.981 -4.388
C31 -7.505 -1.531 -3.946
O8 -7.809 -0.154 -4.214
C32 -9.040 0.164 -3.636
N8 -6.002 -3.420 -4.152
H78 -5.759 -0.715 -6.068
H79 -6.668 -2.135 -6.471
H80 -4.871 -2.225 -6.205
H81 -5.318 -1.443 -3.832
H82 -7.438 -1.757 -2.882
H83 -8.321 -2.154 -4.313
H84 -9.772 -0.158 -4.376
H85 -9.105 1.242 -3.495
H86 -9.228 -0.201 -2.626
H87 -5.036 -3.629 -4.361
H88 -6.130 -3.767 -3.213
C33 -3.297 6.808 5.711
C34 -2.102 6.568 4.779
C35 -1.156 5.471 5.334
C36 -1.695 4.076 5.277
C37 -2.002 3.766 3.875
C38 -2.971 4.717 3.145
N9 -2.466 6.081 3.381
O9 -3.150 7.077 2.759
C39 -2.784 4.361 1.589
C40 -4.454 4.606 3.575
C41 -1.342 8.004 4.757
H89 -4.095 7.368 5.224
H90 -3.025 7.157 6.708
H91 -3.789 5.846 5.857
H92 -0.194 5.582 4.834
H93 -1.049 5.704 6.394
H94 -2.600 3.985 5.876
H95 -1.053 3.316 5.722
H96 -2.441 2.780 4.025
H97 -1.099 3.682 3.270
H98 -2.725 3.280 1.462
H99 -3.566 4.780 0.956
H100 -1.872 4.779 1.163
H101 -5.032 5.474 3.260
H102 -5.023 3.766 3.175
H103 -4.567 4.531 4.656
H104 -1.996 8.787 4.373
H105 -0.451 7.944 4.131
H106 -0.963 8.282 5.740
H107 -2.474 7.559 2.277
C42 -5.696 -7.487 -0.431
C43 -6.530 -6.215 -0.821
C44 -7.581 -5.868 0.262
C45 -7.031 -5.209 1.506
C46 -6.210 -3.993 1.085
C47 -5.181 -4.315 -0.002
N10 -5.712 -5.069 -1.128
O10 -4.815 -5.306 -2.164
C48 -4.764 -2.958 -0.607
C49 -3.942 -4.916 0.635
C50 -7.368 -6.410 -2.121
H108 -5.460 -7.412 0.631
H109 -4.794 -7.654 -1.019
H110 -6.285 -8.402 -0.510
H111 -8.310 -5.106 -0.015
H112 -8.069 -6.815 0.494
H113 -6.495 -5.828 2.225
H114 -7.873 -4.840 2.093
H115 -5.771 -3.592 1.998
H116 -6.973 -3.253 0.845
H117 -5.616 -2.565 -1.161
H118 -4.510 -2.297 0.222
H119 -3.946 -2.995 -1.327
H120 -4.061 -5.946 0.970
H121 -3.038 -4.931 0.025
H122 -3.683 -4.373 1.544
H123 -8.108 -7.207 -2.050
H124 -6.682 -6.703 -2.917
H125 -7.836 -5.489 -2.468
H126 -4.215 -5.946 -1.774
C51 -3.883 -0.525 8.233
C52 -3.701 -0.258 6.741
C53 -2.430 0.638 6.547
C54 -1.164 -0.221 6.753
C55 -1.170 -1.307 5.717
C56 -2.427 -2.219 5.820
N11 -3.670 -1.444 5.863
O11 -4.870 -2.184 5.700
C57 -2.466 -3.042 4.506
C58 -2.407 -3.228 6.938
C59 -4.840 0.654 6.159
H127 -3.903 0.384 8.834
H128 -3.087 -1.187 8.574
H129 -4.786 -1.053 8.538
H130 -2.438 1.097 5.559
H131 -2.342 1.415 7.306
H132 -1.200 -0.590 7.778
H133 -0.278 0.397 6.605
H134 -0.320 -1.979 5.829
H135 -1.104 -0.815 4.747
H136 -2.571 -2.345 3.675
H137 -1.421 -3.332 4.394
H138 -3.045 -3.961 4.414
H139 -2.161 -4.232 6.594
H140 -1.552 -3.043 7.589
H141 -3.183 -3.264 7.702
H142 -5.739 0.064 5.984
H143 -4.648 1.035 5.156
H144 -5.119 1.485 6.807
H145 -4.942 -2.631 6.546
C60 3.647 -6.179 -6.096
C61 2.832 -4.964 -5.670
C62 3.341 -3.836 -6.581
C63 2.427 -2.646 -6.683
C64 0.949 -3.087 -6.988
C65 0.428 -4.215 -5.971
N12 1.406 -5.303 -5.876
O12 1.000 -6.286 -5.082
C66 0.142 -3.542 -4.572
C67 -0.873 -4.800 -6.571
C68 3.103 -4.545 -4.176
H146 3.394 -6.480 -7.112
H147 4.669 -5.863 -6.302
H148 3.536 -6.992 -5.378
H149 4.252 -3.432 -6.140
H150 3.570 -4.172 -7.593
H151 2.359 -2.107 -5.738
H152 2.789 -2.020 -7.499
H153 0.946 -3.449 -8.016
H154 0.369 -2.165 -7.020
H155 -0.803 -3.019 -4.725
H156 0.781 -2.672 -4.420
H157 0.164 -4.250 -3.744
H158 -1.461 -5.364 -5.847
H159 -0.623 -5.478 -7.387
H160 -1.480 -4.048 -7.074
H161 2.663 -5.212 -3.435
H162 4.151 -4.781 -3.996
H163 2.916 -3.488 -3.985
H164 0.340 -6.782 -5.573
C69 2.773 1.700 -0.745
C70 1.645 0.799 -1.193
C71 2.287 -0.596 -1.250
C72 1.243 -1.691 -1.446
C73 0.241 -1.646 -0.213
C74 -0.426 -0.274 -0.065
N13 0.657 0.750 -0.106
O13 0.100 2.000 0.091
C75 -1.534 -0.083 -1.164
C76 -1.114 -0.281 1.352
C77 1.259 1.346 -2.624
H165 2.532 2.747 -0.561
H166 3.650 1.599 -1.383
H167 3.018 1.442 0.286
H168 3.089 -0.565 -1.987
H169 2.865 -0.782 -0.345
H170 1.709 -2.671 -1.548
H171 0.730 -1.554 -2.399
H172 0.863 -1.967 0.622
H173 -0.461 -2.472 -0.330
H174 -2.233 -0.892 -0.956
H175 -2.065 0.869 -1.187
H176 -1.109 -0.212 -2.160
H177 -1.702 0.633 1.441
H178 -1.730 -1.167 1.503
H179 -0.333 -0.208 2.109
H180 2.150 1.494 -3.233
H181 0.746 2.304 -2.702
H182 0.628 0.561 -3.042
H183 0.715 2.380 0.724
C78 2.502 -6.389 2.792
C79 1.176 -6.677 3.494
O14 1.115 -7.945 4.174
H184 2.771 -7.196 2.111
H185 3.168 -6.211 3.637
H186 2.379 -5.408 2.332
H187 0.409 -6.577 2.725
H188 0.989 -5.934 4.269
H189 0.231 -8.050 4.534
C80 4.843 8.176 2.625
C81 5.336 6.726 3.032
O15 6.753 6.728 3.066
H190 4.924 8.980 3.357
H191 3.799 8.209 2.315
H192 5.364 8.677 1.810
H193 5.013 6.030 2.258
H194 4.930 6.530 4.025
H195 7.047 5.822 2.951
C82 -6.095 0.087 1.288
C83 -5.083 0.019 2.443
O16 -5.566 -1.082 3.203
H196 -6.129 -0.863 0.755
H197 -5.868 0.784 0.482
H198 -7.143 0.189 1.567
H199 -5.031 1.043 2.812
H200 -4.101 -0.222 2.034
H201 -5.077 -1.216 4.018
C84 1.289 8.096 1.323
C85 -0.044 7.937 0.635
O17 -1.013 8.492 1.551
H202 1.504 7.528 2.229
H203 1.529 9.123 1.595
H204 2.113 7.746 0.701
H205 -0.225 6.864 0.564
H206 -0.031 8.448 -0.328
H207 -0.918 9.443 1.639
C86 4.015 -4.941 -0.370
C87 3.754 -3.704 0.480
O18 4.742 -3.653 1.462
H208 4.962 -4.955 -0.911
H209 3.286 -4.915 -1.180
H210 3.872 -5.861 0.196
H211 2.772 -3.710 0.953
H212 3.848 -2.841 -0.180
H213 4.419 -3.019 2.106
C88 0.123 -5.558 -0.312
C89 -0.430 -6.322 -1.487
O19 -1.660 -6.990 -1.154
H214 -0.522 -4.710 -0.081
H215 1.045 -4.987 -0.423
H216 0.280 -6.098 0.622
H217 0.255 -7.059 -1.905
H218 -0.594 -5.509 -2.194
H219 -1.590 -7.834 -1.606
C90 5.745 -2.377 -2.468
C91 6.343 -2.560 -3.875
O20 7.412 -1.682 -3.877
H220 5.424 -1.353 -2.280
H221 6.455 -2.544 -1.658
H222 4.847 -2.970 -2.289
H223 5.574 -2.432 -4.637
H224 6.791 -3.519 -4.137
H225 8.018 -1.821 -3.146

Computed properties:
- Gap between HOMO and LUMO: 7.9698 eV
- Charge: 0
- E_LUMO: 0.047 eV

---

(2)
Computed, not measured: a 2-piece molecular cluster, C4H5NS2 overall, with ωB97M-V/def2-TZVPD.

Atoms and positions in Å:
C1 1.224 -0.041 0.019
C2 0.674 1.297 -0.133
C3 -0.701 1.257 -0.234
C4 -1.212 -0.139 -0.091
H1 -1.043 -2.771 1.702
H2 1.610 -0.125 -0.916
H3 1.880 0.052 0.908
H4 1.235 2.151 -0.587
H5 -1.243 2.201 -0.328
N1 0.052 -0.682 0.151
S1 0.329 -2.491 -0.335
S2 -2.805 -0.709 -0.156

Computed properties:
- Gap between HOMO and LUMO: 5.9534 eV
- Charge: 0
- E_LUMO: -2.639 eV

---

(3)
Computed, not measured: a 2-piece molecular cluster, C8H11Br2F9P overall, with ωB97M-V/def2-TZVPD.

Atoms and positions in Å:
C1 1.097 -3.628 1.443
C2 1.697 -2.498 1.785
P1 1.918 -0.980 0.656
C3 0.183 -0.175 1.372
F1 0.342 1.173 1.577
F2 -0.183 -0.699 2.593
C4 -1.054 -0.336 0.482
F3 -1.359 -1.655 0.390
F4 -0.763 0.121 -0.762
C5 -2.361 0.425 0.944
F5 -2.230 0.937 2.177
F6 -2.616 1.452 0.108
C6 -3.651 -0.436 0.967
F7 -3.831 -1.110 -0.171
F8 -4.713 0.375 1.120
F9 -3.645 -1.285 1.992
H1 0.950 -3.919 0.406
H2 0.738 -4.325 2.195
H3 2.073 -2.405 2.804
H4 1.214 -1.688 -0.415
H5 1.993 0.218 -0.173
H6 2.565 -0.252 1.759
H7 3.223 -1.442 0.160
Br1 3.137 2.270 -3.570
C7 1.199 2.195 -3.414
C8 0.653 3.361 -2.629
Br2 0.962 3.130 -0.734
H8 0.961 1.244 -2.946
H9 0.826 2.213 -4.436
H10 -0.428 3.414 -2.750
H11 1.101 4.303 -2.930

Computed properties:
- Gap between HOMO and LUMO: 6.7944 eV
- Charge: -1
- E_LUMO: 2.712 eV

---

- Number 2 is which compound?
  C4H5NS2